# 1
29
Properties=species:S:1:pos:R:3:lowdin_charge:R:1 method="wB97M-V/def2-TZVPD" spin_multiplicity=1 homo_energy_ev=-9.03 fmax_ev_per_a=2.1 total_energy_ev=-11698.1842 smiles=Cc1ccccc1.CC(C)C homo_lumo_gap_ev=10.026 relative_energy_kcal_mol=25.27
C -0.695 -0.771 -2.402 -0.049
C -1.739 -0.499 -1.331 -0.272
C -2.360 -1.575 -0.674 -0.062
C -3.190 -1.325 0.395 -0.106
C -3.399 -0.048 0.908 -0.089
C -2.766 0.989 0.215 -0.101
C -1.882 0.812 -0.845 -0.058
H 0.275 -0.419 -2.076 0.060
H -0.802 -0.237 -3.357 0.082
H -0.744 -1.801 -2.718 0.066
H -2.112 -2.536 -1.108 0.106
H -3.596 -2.195 0.911 0.102
H -4.012 0.096 1.798 0.103
H -2.907 1.976 0.690 0.105
H -1.384 1.651 -1.311 0.107
C 2.134 1.551 -0.027 -0.128
C 2.166 0.138 0.512 -0.472
C 3.580 -0.092 1.152 -0.075
C 1.038 -0.195 1.474 -0.074
H 2.349 2.357 0.690 0.078
H 1.189 1.918 -0.463 0.063
H 2.857 1.692 -0.859 0.086
H 2.123 -0.385 -0.450 0.109
H 4.383 -0.331 0.430 0.072
H 4.016 0.868 1.434 0.063
H 3.463 -0.878 1.915 0.072
H 0.291 -0.702 0.868 0.059
H 1.192 -0.773 2.390 0.074
H 0.532 0.713 1.839 0.080


# 2
41
Properties=species:S:1:pos:R:3:lowdin_charge:R:1 method="wB97M-V/def2-TZVPD" spin_multiplicity=1 homo_energy_ev=-12.23 charge=+1 fmax_ev_per_a=1.5 total_energy_ev=-255590.5300 homo_lumo_gap_ev=9.179
O -1.387 -5.119 1.224 0.171
C -1.275 -4.120 0.585 -0.478
O -2.202 -3.684 -0.330 0.088
C -0.014 -3.266 0.661 -0.048
N -0.155 -1.901 0.154 -0.012
C 0.493 -1.635 -1.136 -0.114
C 2.021 -1.481 -1.015 -0.213
C 2.493 -0.034 -0.874 -0.546
S 2.654 0.544 0.849 0.679
C -0.821 -1.068 0.948 -0.265
N -1.351 -1.510 2.115 0.194
C -1.899 -0.464 2.668 -0.136
N -1.782 0.630 1.926 -0.385
S -2.421 2.163 2.354 0.959
N -1.092 0.249 0.783 0.046
C -0.856 1.209 -0.276 -0.095
C -1.850 1.130 -1.427 -0.292
C -3.288 1.295 -1.157 -0.043
O -2.475 2.312 -1.825 -0.013
H -2.960 -3.301 0.127 0.123
H 0.344 -3.279 1.687 0.141
H 0.747 -3.756 0.053 0.145
H 0.046 -0.798 -1.661 0.102
H 0.276 -2.511 -1.748 0.136
H 2.379 -2.092 -0.186 0.100
H 2.476 -1.894 -1.916 0.123
H 1.834 0.649 -1.403 0.029
H 3.473 0.070 -1.337 0.074
H 2.549 -0.641 1.461 -0.148
H -2.403 -0.458 3.622 0.148
H -1.298 2.865 2.139 -0.091
H 0.156 1.074 -0.632 0.059
H -0.928 2.217 0.125 0.098
H -1.593 0.445 -2.231 0.143
H -3.974 0.786 -1.819 0.120
H -3.624 1.737 -0.228 0.083
C 3.550 4.802 -0.565 -1.627
Br 2.001 3.642 -0.557 0.562
Br 3.458 6.082 0.854 0.608
Br 5.166 3.770 -0.509 0.599
H 3.533 5.341 -1.501 -0.024


# 3
38
Properties=species:S:1:pos:R:3:lowdin_charge:R:1 method="wB97M-V/def2-TZVPD" spin_multiplicity=1 homo_energy_ev=-12.22 charge=+1 fmax_ev_per_a=1.8 total_energy_ev=-36244.3050 homo_lumo_gap_ev=6.679 relative_energy_kcal_mol=0.00
O 5.852 0.870 -0.236 0.157
C 4.854 1.527 -0.291 -0.298
O 4.530 2.349 -1.354 -0.062
C 4.849 3.718 -1.147 -0.132
C 3.583 4.623 -0.952 -0.042
C 2.389 3.776 -0.695 -0.195
C 1.955 3.487 0.590 0.045
C 0.889 2.679 0.699 0.006
C 0.295 2.188 -0.460 -0.327
P -1.136 0.998 -0.369 0.741
O -0.954 -0.136 -1.273 -0.398
N 0.675 2.477 -1.668 0.166
N 1.730 3.281 -1.713 0.140
H 4.114 1.501 0.522 0.143
H 5.571 3.865 -0.357 0.136
H 5.323 4.051 -2.056 0.131
H 3.437 5.255 -1.814 0.131
H 3.737 5.223 -0.069 0.127
H 2.465 3.884 1.443 0.147
H 0.492 2.391 1.655 0.128
H -1.156 0.563 0.971 0.035
H -2.256 1.804 -0.645 0.034
H 2.048 3.510 -2.647 0.202
C -3.199 -2.569 -0.802 -0.073
C -2.491 -3.898 -0.654 -0.203
O -2.445 -4.337 0.712 0.036
C -3.589 -4.816 1.197 -0.619
O -4.618 -4.943 0.593 0.129
O -3.384 -5.162 2.467 0.005
C -4.548 -5.657 3.135 -0.036
H -2.735 -1.822 -0.158 0.051
H -3.147 -2.222 -1.833 0.082
H -4.247 -2.645 -0.517 0.076
H -1.450 -3.796 -0.956 0.123
H -2.944 -4.668 -1.277 0.127
H -4.984 -6.492 2.591 0.097
H -5.282 -4.862 3.251 0.098
H -4.223 -5.994 4.114 0.094


# 4
32
Properties=species:S:1:pos:R:3:lowdin_charge:R:1 method="wB97M-V/def2-TZVPD" spin_multiplicity=1 homo_energy_ev=-12.61 charge=+1 fmax_ev_per_a=0.3 total_energy_ev=-17277.1846 smiles=OCCCC[NH2+]COc1ccccc1 homo_lumo_gap_ev=9.782 relative_energy_kcal_mol=0.00
O -4.307 -0.570 2.229 -0.056
C -3.950 -1.915 1.945 -0.259
C -2.650 -1.977 1.157 -0.190
C -1.499 -1.361 1.948 -0.186
C -0.152 -1.469 1.253 -0.114
N 0.015 -0.342 0.257 0.102
C 0.816 0.863 0.759 -0.134
O 2.109 0.719 0.327 -0.025
C 2.391 1.238 -0.947 -0.275
C 2.311 2.600 -1.172 -0.013
C 2.603 3.082 -2.442 -0.053
C 2.976 2.207 -3.456 -0.065
C 3.068 0.847 -3.200 -0.060
C 2.774 0.348 -1.936 -0.016
H -4.983 -0.275 1.612 0.094
H -3.809 -2.422 2.903 0.125
H -4.743 -2.444 1.410 0.126
H -2.782 -1.464 0.197 0.115
H -2.414 -3.024 0.938 0.125
H -1.412 -1.878 2.907 0.134
H -1.719 -0.315 2.183 0.123
H -0.064 -2.406 0.701 0.136
H 0.683 -1.400 1.947 0.135
H -0.909 -0.024 -0.039 0.171
H 0.492 -0.678 -0.582 0.169
H 0.320 1.759 0.383 0.145
H 0.782 0.838 1.848 0.154
H 2.048 3.267 -0.360 0.127
H 2.547 4.147 -2.623 0.116
H 3.203 2.595 -4.439 0.113
H 3.377 0.168 -3.984 0.114
H 2.879 -0.711 -1.727 0.121


# 5
30
Properties=species:S:1:pos:R:3:lowdin_charge:R:1 method="wB97M-V/def2-TZVPD" spin_multiplicity=1 homo_energy_ev="-7.66 / -7.85" fmax_ev_per_a=5.7 total_energy_ev=-13741.0904 homo_lumo_gap_ev="7.166 / 7.740" relative_energy_kcal_mol=128.57
C 0.712 -0.897 -0.150 -0.257
C 0.792 0.817 -2.122 -0.182
C 2.202 0.527 -1.656 -0.160
C -0.130 1.311 -0.920 -0.147
C 2.074 -0.809 -0.922 -0.140
C -0.415 0.139 -0.106 -0.074
C 2.980 -1.950 -0.625 -0.053
C -0.936 0.301 2.295 -0.072
C -2.261 -1.231 0.721 0.007
C -2.355 1.486 0.885 -0.043
C -1.524 0.149 0.870 -0.464
O 0.627 -1.894 0.637 -0.049
H 0.720 1.544 -2.834 0.067
H 0.369 -0.168 -2.563 0.156
H 2.892 0.394 -2.420 0.081
H 2.659 1.152 -0.802 0.157
H 0.455 2.261 -0.496 0.174
H -0.901 1.834 -1.415 0.086
H 2.972 -2.093 0.516 0.116
H 3.871 -1.713 -1.134 0.055
H 2.372 -2.860 -1.022 0.129
H -0.127 -0.301 2.642 0.067
H -1.549 0.059 3.112 0.064
H -0.480 1.287 2.547 0.100
H -2.884 -1.564 1.548 0.094
H -2.977 -1.196 0.015 0.040
H -1.499 -1.868 0.522 0.026
H -3.132 1.389 1.767 0.136
H -2.748 1.667 -0.107 0.076
H -1.780 2.224 1.216 0.010


# 6
38
Properties=species:S:1:pos:R:3:lowdin_charge:R:1 method="wB97M-V/def2-TZVPD" spin_multiplicity=1 homo_energy_ev=-15.75 charge=+2 fmax_ev_per_a=0.6 total_energy_ev=-30406.5298 homo_lumo_gap_ev=9.418
Al 0.076 -0.651 0.329 0.266
N 0.138 -0.848 2.322 0.099
C -0.659 -2.089 2.635 -0.042
C -1.161 -2.775 1.359 -0.519
O -1.787 -3.779 1.387 0.193
O -0.796 -2.121 0.230 0.004
H 1.080 -0.939 2.698 0.141
H -0.262 -0.055 2.820 0.140
H -1.520 -1.840 3.251 0.148
H -0.055 -2.799 3.193 0.148
C -3.355 0.557 -0.891 0.046
N -2.627 1.826 -0.710 -0.079
C -3.421 3.025 -1.038 0.031
C -1.383 1.893 -0.345 -0.333
C -0.650 3.192 -0.236 0.051
O -0.741 0.802 -0.066 0.058
H -3.732 0.519 -1.911 0.120
H -4.200 0.535 -0.205 0.118
H -2.716 -0.298 -0.717 0.079
H -4.395 2.926 -0.565 0.114
H -3.558 3.083 -2.117 0.121
H -2.946 3.929 -0.681 0.092
H -0.681 3.735 -1.181 0.118
H 0.383 3.008 0.039 0.094
H -1.100 3.828 0.527 0.116
N 2.125 -2.935 0.315 0.188
C 2.623 -1.817 -0.276 -0.299
C 3.956 -1.753 -0.702 0.030
C 4.408 -0.636 -1.346 0.015
C 3.539 0.450 -1.572 -0.016
C 2.277 0.363 -1.092 -0.066
N 1.809 -0.742 -0.414 0.074
H 2.722 -3.748 0.329 0.135
H 1.146 -3.154 0.182 0.099
H 4.597 -2.610 -0.545 0.137
H 5.431 -0.593 -1.698 0.138
H 3.863 1.334 -2.100 0.130
H 1.575 1.176 -1.208 0.111


# 7
42
Properties=species:S:1:pos:R:3:lowdin_charge:R:1 method="wB97M-V/def2-TZVPD" spin_multiplicity=2 homo_energy_ev="-11.13 / -10.96" fmax_ev_per_a=1.3 total_energy_ev=-93864.3065 homo_lumo_gap_ev="7.641 / 8.316" relative_energy_kcal_mol=0.00
Mn 0.085 0.286 2.615 0.864
F 0.859 -0.450 3.934 -0.244
Cl 0.975 4.856 3.851 0.648
C 1.976 3.409 3.790 -1.003
Cl 2.474 2.867 5.401 0.651
C 1.243 2.258 3.138 -0.705
O 1.820 1.514 2.332 0.036
O 0.019 2.006 3.439 -0.046
H 2.872 3.627 3.219 0.073
C 2.258 0.115 -2.788 -0.022
C 1.981 -0.571 -1.466 -0.585
C 1.567 -2.019 -1.666 -0.024
C 3.152 -0.440 -0.508 -0.018
O 0.854 0.206 -0.892 -0.121
P -0.160 -0.256 0.189 0.316
O -0.671 0.973 0.950 -0.260
O 0.503 -1.040 1.335 -0.249
O -1.251 -1.133 -0.471 -0.121
C -2.507 -0.691 -1.130 -0.583
C -2.962 -1.918 -1.895 -0.021
C -3.492 -0.307 -0.043 -0.025
C -2.200 0.469 -2.061 -0.023
H 3.120 -0.349 -3.269 0.095
H 2.474 1.171 -2.628 0.094
H 1.399 0.029 -3.453 0.087
H 2.392 -2.558 -2.135 0.099
H 0.695 -2.091 -2.314 0.087
H 1.345 -2.507 -0.716 0.088
H 4.033 -0.913 -0.943 0.096
H 2.931 -0.920 0.444 0.085
H 3.372 0.611 -0.324 0.095
H -3.107 -2.754 -1.212 0.096
H -2.225 -2.200 -2.647 0.086
H -3.908 -1.707 -2.394 0.095
H -3.626 -1.127 0.661 0.087
H -4.454 -0.073 -0.500 0.097
H -3.148 0.565 0.512 0.081
H -1.482 0.176 -2.828 0.088
H -1.801 1.323 -1.511 0.087
H -3.120 0.789 -2.550 0.099
N -2.658 -0.832 3.400 0.066
C -1.626 -0.395 3.133 -0.245


# 8
45
Properties=species:S:1:pos:R:3:lowdin_charge:R:1 method="wB97M-V/def2-TZVPD" spin_multiplicity=1 homo_energy_ev=-10.76 charge=+1 fmax_ev_per_a=8.5 total_energy_ev=-107456.7549 homo_lumo_gap_ev=5.658
C -3.113 0.337 -5.075 -0.054
C -3.419 -0.404 -3.606 -0.281
C -2.187 -0.199 -2.521 -0.118
O -2.723 -0.475 -1.171 -0.083
C -1.711 -0.239 -0.129 -0.274
O -0.486 -0.798 -0.237 -0.060
C -1.986 0.653 1.254 -0.339
S -0.354 1.362 1.883 0.871
C -0.090 0.876 3.700 -0.535
C 0.662 -0.557 3.984 -0.172
N 2.054 -0.296 3.427 0.034
C 2.330 1.132 3.942 -0.157
N 3.588 1.676 4.148 -0.031
P 5.062 0.709 3.867 0.721
O 6.323 1.581 4.314 -0.520
N 0.991 1.853 4.146 0.024
O -3.914 -1.774 -3.726 -0.056
C -2.919 -2.738 -4.179 -0.301
O -1.707 -2.515 -4.682 -0.015
C -3.382 -4.346 -4.121 -0.426
S -4.521 -4.765 -5.596 0.612
H -1.983 0.149 -5.342 0.090
H -3.201 1.503 -4.851 0.095
H -3.865 -0.006 -5.909 0.106
H -4.324 0.233 -3.156 0.168
H -1.897 0.957 -2.593 0.156
H -1.211 -0.787 -2.785 0.143
H -2.839 1.448 1.123 0.110
H -2.350 -0.130 2.067 0.112
H -1.092 0.822 4.304 0.148
H 0.553 -0.691 5.141 0.142
H 0.018 -1.433 3.544 0.154
H 1.939 -0.336 2.383 0.136
H 3.693 2.661 4.490 0.158
H 5.092 -0.550 4.581 0.048
H 5.253 0.471 2.430 0.022
H 0.969 1.934 5.187 0.147
H -4.047 -4.515 -3.159 0.092
H -2.465 -5.080 -4.089 0.099
H -5.179 -5.972 -5.258 -0.120
C 5.688 3.650 0.453 -1.979
Cl 5.618 2.926 2.080 0.546
Cl 6.906 4.950 0.433 0.547
Cl 6.134 2.399 -0.735 0.529
Cl 4.093 4.324 0.034 0.514